Density functional theory data (the ωB97M-V functional and the def2-TZVPD basis) for a cluster of 5 separate species, C5H20O5 in total at a distorted geometry.

ΔE to the lowest compared entry with this formula, charge and spin = 61.57 kcal/mol
calculated total energy = -15743.6539 eV
SMILES = CO.CO.CO.CO.CO
orbital gap = 10.22 eV

Atoms and positions in Å:
C 0.475 -0.871 -1.027
C -4.784 -1.298 0.183
O 2.656 -1.571 1.450
H 1.728 -1.985 3.277
H 2.332 2.096 2.451
O 0.156 1.803 -5.362
H 0.825 -2.559 1.924
C 0.354 2.676 -4.250
H 1.654 0.566 2.773
H 2.355 -3.353 2.358
C 2.156 1.388 3.284
O 1.226 2.120 4.103
O -3.668 -1.661 -0.619
H 0.802 2.042 -3.484
H -4.653 -0.482 0.901
H 3.158 1.153 3.633
H -0.544 3.183 -3.901
C 1.853 -2.390 2.263
H 2.108 -0.865 1.083
H -0.274 0.415 0.188
H 1.022 1.642 -5.746
H 0.381 1.679 4.026
H 0.312 -0.404 -2.010
O 0.611 0.073 0.026
H -3.368 -0.872 -1.077
H 0.996 3.533 -4.482
H -0.447 -1.470 -1.055
H -5.546 -0.849 -0.476
H 1.335 -1.532 -1.023
H -5.210 -2.208 0.589